Formula: C4H12N2S
Source: the OMol25 dataset
Level of theory: wB97M-V/def2-TZVPD

Each atom is followed by the atoms it is bonded to, with distances in Å.
Element x y z (Å)
1 C -0.45645 0.08131 -3.18100  N2 1.469, H8 1.121, H9 1.089, H10 1.182
2 N -0.84326 -0.92306 -2.18176  C1 1.469, C3 1.500, H11 0.962
3 C -1.22781 -0.44104 -0.81445  N2 1.500, C4 1.528, H12 1.203, H13 1.140
4 C 0.07763 -0.21990 -0.05105  C3 1.528, N5 1.526, C6 1.616, H14 1.097
5 N 1.13762 0.81265 -0.42423  C4 1.526, H15 0.972, H16 1.020
6 C -0.51992 0.09351 1.41741  C4 1.616, S7 1.848, H17 1.117, H18 1.069
7 S 0.86213 0.11609 2.64374  C6 1.848, H19 1.361
8 H 0.41872 0.77424 -3.08107  C1 1.121
9 H -1.32083 0.73972 -3.26065  C1 1.089
10 H 0.05602 -0.51522 -4.06279  C1 1.182
11 H -0.21053 -1.64661 -2.20676  N2 0.962
12 H -1.88101 0.53865 -1.06213  C3 1.203
13 H -1.89201 -1.27327 -0.40679  C3 1.140
14 H 0.78316 -1.05950 -0.08865  C4 1.097
15 H 1.76394 0.88207 0.31618  N5 0.972
16 H 0.59751 1.64980 -0.64080  N5 1.020
17 H -1.05980 1.06529 1.30839  C6 1.117
18 H -1.13582 -0.70640 1.76826  C6 1.069
19 H 0.78538 1.38338 3.13352  S7 1.361

Computed properties:
- Total energy: -667.21429 Eh
- F_max: 5.03 eV/Å
- Energy relative to the best compared isomer or geometry (same formula, charge and spin): 2.193 eV
- Structure (SMILES): CNC[C@@H](N)CS
- Orbital gap: 9.1 eV



Formula: C16H41B2NO8
Source: the OMol25 dataset
Level of theory: wB97M-V/def2-TZVPD

Each atom is followed by the atoms it is bonded to, with distances in Å.
Element x y z (Å)
1 C -2.24436 0.34350 1.64956  C2 1.562, H10 1.100, H11 1.094, H12 1.105
2 C -2.90822 1.45769 2.51990  C1 1.562, C3 1.553, H13 1.100, H14 1.104
3 C -2.68301 2.90163 1.99338  C2 1.553, C4 1.573, B5 1.595, H15 1.108
4 C -3.08640 3.05539 0.48111  C3 1.573, H16 1.099, H17 1.095, H18 1.098
5 B -1.23845 3.50636 2.29478  C3 1.595, O6 1.425, B7 1.670
6 O -1.15128 4.92884 2.31620  B5 1.425, H19 0.954
7 B 0.16942 2.65049 2.56794  B5 1.670, N8 1.481, O9 1.436
8 N 1.09477 2.26306 1.47871  B7 1.481, H20 1.018, H21 1.019
9 O 0.53260 2.28099 3.90696  B7 1.436, H22 0.956
10 H -1.51643 0.74347 0.92811  C1 1.100
11 H -2.96751 -0.33276 1.18464  C1 1.094
12 H -1.64740 -0.28647 2.33326  C1 1.105
13 H -2.63212 1.33740 3.57838  C2 1.100
14 H -3.99766 1.28440 2.47562  C2 1.104
15 H -3.40621 3.54264 2.53576  C3 1.108
16 H -4.08730 2.61901 0.35307  C4 1.099
17 H -2.36304 2.58248 -0.19119  C4 1.095
18 H -3.17110 4.13460 0.29694  C4 1.098
19 H -0.55983 5.20375 3.01222  O6 0.954
20 H 0.53916 2.31235 0.62755  N8 1.018
21 H 1.26489 1.26599 1.60163  N8 1.019
22 H -0.20625 1.75208 4.20416  O9 0.956
23 C -2.20400 -2.84503 -0.89670  O24 1.412, H32 1.095, H33 1.089, H34 1.096
24 O -2.72402 -3.77188 0.03274  C23 1.412, C25 1.420
25 C -3.50691 -4.78029 -0.58898  O24 1.420, C26 1.518, H35 1.095, H36 1.097
26 C -3.48380 -6.05814 0.22940  C25 1.518, O27 1.423, H37 1.093, H38 1.090
27 O -2.28640 -6.81181 0.07873  C26 1.423, C28 1.424
28 C -1.12321 -6.30240 0.72259  O27 1.424, C29 1.517, H39 1.090, H40 1.092
29 C -1.15111 -6.43896 2.23367  C28 1.517, O30 1.420, H41 1.097, H42 1.096
30 O -1.94185 -5.41223 2.81428  C29 1.420, C31 1.411
31 C -2.43425 -5.77218 4.08655  O30 1.411, H43 1.096, H44 1.089, H45 1.095
32 H -3.01399 -2.30835 -1.40231  C23 1.095
33 H -1.58944 -2.13178 -0.34918  C23 1.089
34 H -1.57074 -3.35202 -1.63314  C23 1.096
35 H -3.13333 -4.99156 -1.59670  C25 1.095
36 H -4.53820 -4.41156 -0.65793  C25 1.097
37 H -4.27707 -6.70700 -0.14928  C26 1.093
38 H -3.70151 -5.86607 1.28047  C26 1.090
39 H -0.92084 -5.27583 0.41558  C28 1.090
40 H -0.30158 -6.91774 0.34909  C28 1.092
41 H -0.13177 -6.34202 2.62809  C29 1.097
42 H -1.54853 -7.42514 2.50048  C29 1.096
43 H -3.06131 -6.66836 4.01927  C31 1.096
44 H -3.04722 -4.95014 4.45261  C31 1.089
45 H -1.61165 -5.94450 4.78919  C31 1.095
46 C 5.96027 1.41102 -4.40076  O47 1.412, H55 1.095, H56 1.089, H57 1.096
47 O 4.98931 2.40528 -4.15301  C46 1.412, C48 1.419
48 C 3.69052 2.00542 -4.56305  O47 1.419, C49 1.518, H58 1.095, H59 1.097
49 C 2.62621 2.70402 -3.73656  C48 1.518, O50 1.423, H60 1.093, H61 1.090
50 O 2.45117 2.14578 -2.43936  C49 1.423, C51 1.426
51 C 3.46772 2.42242 -1.47857  O50 1.426, C52 1.517, H62 1.090, H63 1.092
52 C 3.46604 3.85563 -0.98281  C51 1.517, O53 1.421, H64 1.097, H65 1.096
53 O 4.10003 4.71072 -1.92425  C52 1.421, C54 1.410
54 C 3.67622 6.05001 -1.79737  O53 1.410, H66 1.096, H67 1.089, H68 1.095
55 H 6.04784 1.21058 -5.47384  C46 1.095
56 H 6.91518 1.77688 -4.02704  C46 1.089
57 H 5.71137 0.48715 -3.86666  C46 1.096
58 H 3.57103 0.92129 -4.46077  C48 1.095
59 H 3.57078 2.28229 -5.61823  C48 1.097
60 H 1.66793 2.55651 -4.24070  C49 1.093
61 H 2.79890 3.77945 -3.68498  C49 1.090
62 H 4.44983 2.12536 -1.84775  C51 1.090
63 H 3.23534 1.77895 -0.62752  C51 1.092
64 H 4.02541 3.91766 -0.04171  C52 1.097
65 H 2.43235 4.17570 -0.80905  C52 1.096
66 H 2.59515 6.13066 -1.95860  C54 1.096
67 H 4.18302 6.63510 -2.56320  C54 1.089
68 H 3.93681 6.45021 -0.81148  C54 1.095

Computed properties:
- Total energy: -1340.56635 Eh
- F_max: 2.23 eV/Å
- Structure (SMILES): CC[C@H](C)B(O)B(N)O.COCCOCCOC.COCCOCCOC
- Orbital gap: 9.6 eV



no.,LUMO level (eV)
1,0.85
2,0.43